Here is a 2-piece molecular cluster, C2H3NO3 overall from the OMol25 dataset. Energies are from ωB97M-V/def2-TZVPD.

The geometry in XYZ format:
```
9
Properties=species:S:1:pos:R:3
O 2.876 -0.419 1.116
O 2.882 -1.013 -1.081
O -0.214 1.253 -1.029
N -0.738 1.246 0.053
C -1.675 0.154 0.194
C 2.878 -0.703 0.014
H -1.239 -0.661 0.723
H -2.073 -0.275 -0.738
H -2.697 0.417 0.747
```

Calculated values
- orbital gap (eV) = 9.373
- strongest force on any atom (eV Å⁻¹) = 4.17
- charge = 0
- E (eV) = -9753.030

Here are the Mulliken charges for atoms 1 to 2, given in e: atom 1 (O): -0.345, atom 2 (O): -0.336

***

Here is one molecule with the formula C5H12O4 from the OMol25 dataset. Energies are from ωB97M-V/def2-TZVPD.

The geometry in XYZ format:
```
21
Properties=species:S:1:pos:R:3
O 0.479 -0.437 -1.700
O 0.470 1.786 1.274
O -0.172 -0.724 1.931
O -1.395 -0.189 -0.444
C 0.481 1.408 -0.109
C 0.522 -1.045 0.708
C -0.370 2.457 -0.821
C 0.027 -0.072 -0.407
C 0.266 -2.523 0.430
H -1.125 -0.773 1.700
H 0.213 1.011 1.815
H 1.516 1.518 -0.456
H 0.354 -1.395 -1.794
H 1.595 -0.905 0.882
H 0.898 -2.897 -0.381
H -0.456 2.263 -1.893
H -1.680 0.388 -1.173
H 0.062 3.454 -0.679
H 0.472 -3.119 1.326
H -1.374 2.500 -0.382
H -0.783 -2.705 0.171
```

Calculated values
- orbital gap (eV) = 10.635
- strongest force on any atom (eV Å⁻¹) = 0.82
- charge = 0
- E (eV) = -13569.473

Here are the Mulliken charges for atoms 1 to 2, given in e: atom 1 (O): -0.617, atom 2 (O): -0.618

***

Here is C33H26BrN3PdSb as an isolated structure from the OMol25 dataset. Energies are from ωB97M-V/def2-TZVPD.

The geometry in XYZ format:
```
65
Properties=species:S:1:pos:R:3
Sb -1.799 2.199 0.053
Pd -0.252 0.017 0.190
Br -2.346 -1.020 0.589
N 1.629 0.496 -0.096
N 0.314 0.270 2.140
N -0.211 -0.093 -1.843
C -1.918 2.875 2.006
C -3.630 1.937 -0.896
C -1.181 4.462 3.641
C 4.274 0.804 -0.466
C 1.430 0.635 4.641
C -0.735 3.634 -1.038
C -4.962 2.480 -2.816
C -3.734 2.497 -2.172
C -5.941 1.326 -0.932
C -4.725 1.331 -0.277
C 1.303 -0.137 -3.684
C -3.013 2.961 4.133
C -1.450 4.831 -1.135
C -1.045 3.897 2.381
C -1.032 -0.552 -4.025
C 0.534 3.511 -1.584
C -1.225 -0.378 -2.664
C 3.459 0.534 -1.562
C 1.634 0.610 2.259
C -0.422 0.102 3.238
C 1.091 4.591 -2.253
C -0.880 5.903 -1.806
C 2.206 0.800 3.496
C -2.159 3.995 4.510
C 0.384 5.781 -2.368
C 2.389 0.695 0.988
C 3.752 0.874 0.820
C -2.893 2.388 2.880
C 1.056 0.038 -2.341
C -6.060 1.899 -2.197
C 2.104 0.371 -1.344
C 0.246 -0.438 -4.540
C 0.103 0.278 4.508
H 3.885 0.443 -2.551
H 2.308 -0.045 -4.071
H -2.201 -0.483 -2.208
H -3.579 1.604 2.581
H -0.286 4.269 1.703
H -1.877 -0.788 -4.656
H 1.871 0.773 5.620
H -7.017 1.888 -2.701
H -2.440 4.945 -0.704
H 5.338 0.934 -0.615
H -1.428 6.832 -1.888
H -1.447 -0.203 3.085
H 2.080 4.508 -2.683
H -2.881 2.953 -2.661
H 4.404 1.040 1.666
H 3.251 1.062 3.579
H -2.266 4.446 5.488
H 0.429 -0.584 -5.596
H 1.102 2.600 -1.483
H 0.821 6.619 -2.893
H -0.529 0.122 5.371
H -4.645 0.873 0.699
H -6.803 0.873 -0.461
H -5.059 2.919 -3.799
H -0.530 5.273 3.939
H -3.780 2.616 4.814
```

Calculated values
- orbital gap (eV) = 6.186
- strongest force on any atom (eV Å⁻¹) = 0.66
- charge = +3
- E (eV) = -119148.213

Here are the Mulliken charges for atoms 1 to 2, given in e: atom 1 (Sb): 2.702, atom 2 (Pd): 0.165

***

Here is a 2-piece molecular cluster, C3H9BrN overall from the OMol25 dataset. Energies are from ωB97M-V/def2-TZVPD.

The geometry in XYZ format:
```
14
Properties=species:S:1:pos:R:3
Br 2.647 -0.176 -0.328
N 0.043 0.904 -0.692
C -1.198 1.512 0.001
C 0.833 -0.170 0.164
C 0.201 -2.126 0.397
H 0.806 1.588 -0.896
H -0.966 1.586 1.063
H 0.703 -2.512 -0.461
H -0.878 -2.036 0.517
H -0.194 0.559 -1.606
H 0.743 -2.666 1.187
H -1.268 2.513 -0.280
H -2.089 0.897 -0.267
H 0.617 0.127 1.201
```

Calculated values
- orbital gap (eV) = 10.770
- strongest force on any atom (eV Å⁻¹) = 3.68
- charge = +1
- E (eV) = -74780.150

Here are the Mulliken charges for atoms 1 to 2, given in e: atom 1 (Br): -0.040, atom 2 (N): -0.208

***

Here is C24H17N7O4Os as an isolated structure from the OMol25 dataset. Energies are from ωB97M-V/def2-TZVPD.

The geometry in XYZ format:
```
53
Properties=species:S:1:pos:R:3
Os 0.054 0.000 -0.172
O 2.201 0.000 -0.280
O 2.581 0.000 -6.087
O 4.141 0.000 -4.484
O 3.891 0.000 -1.755
N 0.506 0.000 -4.383
N 0.358 0.000 -2.228
N -0.181 -2.088 -0.155
N 0.331 2.361 2.203
N 0.156 0.000 1.758
N 0.331 -2.361 2.203
N -0.181 2.087 -0.155
C 1.219 -0.697 6.221
C 0.112 -4.245 0.848
C 1.703 0.000 -2.571
C 0.375 -1.150 2.569
C 0.113 4.244 0.848
C 0.952 -1.421 5.064
C 0.674 0.695 3.923
C -0.470 -2.732 -1.320
C 1.802 0.000 -3.918
C 0.088 -2.854 0.950
C 0.376 1.150 2.569
C -0.137 -4.872 -0.349
C -0.454 -4.091 -1.457
C -0.356 0.000 -3.368
C -0.137 4.872 -0.349
C -0.454 4.090 -1.457
C -1.838 0.000 -3.479
C 0.088 2.854 0.950
C 0.952 1.421 5.064
C 2.912 0.000 -4.933
C 0.674 -0.695 3.923
C 1.219 0.697 6.221
C 2.713 0.000 -1.486
C -0.470 2.732 -1.320
H -0.099 5.950 -0.425
H -0.728 -2.118 -2.163
H 1.436 1.227 7.139
H 0.336 4.792 1.752
H 0.970 -2.502 5.054
H -0.679 4.529 -2.418
H 1.436 -1.226 7.139
H -2.191 -0.877 -4.025
H -0.679 -4.529 -2.418
H -0.099 -5.951 -0.425
H 0.303 0.000 -5.380
H -0.728 2.117 -2.163
H 0.336 -4.792 1.752
H 0.970 2.502 5.054
H -2.292 0.000 -2.489
H -2.191 0.877 -4.025
H 4.196 0.000 -3.497
```

Calculated values
- orbital gap (spin up / spin down) (eV) = 7.596 / 5.178
- strongest force on any atom (eV Å⁻¹) = 0.41
- charge = +2
- E (eV) = -46237.773
- 2S+1 = 5
- ⟨S²⟩ = 6.02

Here are the Mulliken charges for atoms 1 to 2, given in e: atom 1 (Os): 0.895, atom 2 (O): -0.512

***

Here is one molecule with the formula C2H3BN2O2S3 from the OMol25 dataset. Energies are from ωB97M-V/def2-TZVPD.

The geometry in XYZ format:
```
13
Properties=species:S:1:pos:R:3
S 1.674 -2.508 0.751
S 3.243 -1.867 -0.406
S 4.776 0.668 -0.109
O -0.127 1.934 0.609
O 0.043 -0.187 -0.483
N 4.072 2.176 0.170
N 2.823 2.130 0.277
C 3.357 -0.191 -0.121
C 2.132 1.069 0.156
B 0.596 0.914 0.107
H 0.682 -2.156 -0.080
H -1.080 1.881 0.541
H -0.914 -0.188 -0.521
```

Calculated values
- orbital gap (eV) = 8.081
- strongest force on any atom (eV Å⁻¹) = 5.74
- charge = 0
- E (eV) = -42380.255

Here are the Mulliken charges for atoms 1 to 2, given in e: atom 1 (S): -0.193, atom 2 (S): -0.056

***

Here is C16H23F3N2O8P2Y as an isolated structure from the OMol25 dataset. Energies are from ωB97M-V/def2-TZVPD.

The geometry in XYZ format:
```
55
Properties=species:S:1:pos:R:3
Y -0.695 -0.119 -0.703
P 0.381 -0.007 2.088
P 0.750 2.421 0.205
F 7.987 -3.093 -0.400
F 8.284 -1.383 -1.668
F 7.676 -1.112 0.376
O -0.863 -0.595 1.502
O 1.580 -0.715 1.317
O -0.828 2.189 2.273
O 1.019 3.855 0.181
O 2.011 1.491 -0.267
O -2.836 -0.250 -1.070
O 0.563 -0.356 3.611
O -0.434 1.896 -0.612
N -5.020 -0.817 -1.147
N -4.356 1.135 -0.076
C 3.345 -1.847 -1.697
C -3.376 2.201 0.009
C 1.943 -1.654 -1.777
C 3.932 -3.039 -1.281
C 5.476 -0.736 -1.566
C 0.777 -1.320 -1.702
C 4.131 -0.701 -1.862
C 1.536 2.399 2.881
C 0.497 1.812 1.952
C -6.392 -0.389 -1.325
C -4.705 -2.120 -1.697
C -4.038 0.007 -0.751
C 7.496 -1.893 -0.713
C -5.333 1.171 0.994
C 6.047 -1.920 -1.113
C 5.283 -3.072 -0.982
H -3.655 -2.356 -1.531
H -2.690 2.056 0.851
H -0.874 3.155 2.195
H -6.723 -0.694 -2.319
H 2.696 2.048 -0.649
H -4.807 1.311 1.942
H -4.904 -2.143 -2.771
H 1.532 3.485 2.773
H -0.074 -0.984 3.966
H -2.808 2.273 -0.921
H 6.082 0.151 -1.666
H 2.478 -0.571 1.631
H 1.328 2.135 3.917
H 3.329 -3.927 -1.173
H 5.739 -3.982 -0.628
H 2.524 2.036 2.603
H -3.914 3.138 0.154
H -5.326 -2.873 -1.209
H -7.056 -0.847 -0.588
H -6.024 2.005 0.854
H 3.659 0.208 -2.202
H -6.461 0.694 -1.258
H -5.890 0.241 1.053
```

Calculated values
- orbital gap (eV) = 8.762
- strongest force on any atom (eV Å⁻¹) = 2.73
- charge = +1
- E (eV) = -64100.543

Here are the Mulliken charges for atoms 1 to 2, given in e: atom 1 (Y): 1.446, atom 2 (P): 0.473